(a)
The following is a DFT calculation (ωB97M-V/def2-TZVPD) of the molecule C2H2N2O3.

Element x y z (Å)
1 O -3.848 0.027 -0.255
2 C -2.758 0.299 0.010
3 N -1.672 0.677 0.318
4 C -0.360 0.216 0.333
5 O -0.058 -0.671 -0.660
6 N 0.558 1.441 0.484
7 O 1.197 1.871 -0.456
8 H -0.095 -0.277 1.234
9 H -0.258 -0.287 -1.498

Computed properties:
**Net charge**: 0
**E_HOMO (alpha / beta)**: -9.560 / -9.559 eV
**SMILES**: O=C=N[C@@H](O)N=O
**Orbital gap (alpha / beta)**: 9.02 / 9.02 eV
**Multiplicity**: 1

---

(b)
The following is a DFT calculation (ωB97M-V/def2-TZVPD) of a structure of composition C2H2N2O3.

Element x y z (Å)
1 C 0.461 1.260 0.491
2 C 0.749 -0.385 -0.681
3 H -1.644 -1.731 0.510
4 H 0.393 2.221 1.037
5 N -0.357 -0.612 0.166
6 N 1.359 0.849 -0.385
7 O -1.427 -1.207 -0.224
8 O -0.690 0.685 0.686
9 O 1.156 -1.079 -1.600

Computed properties:
**Net charge**: 0
**E_HOMO**: -10.288 eV
**Orbital gap**: 10.60 eV
**Multiplicity**: 1

---

Name the most stable of them. (a).

---

(a)
The following is a DFT calculation (ωB97M-V/def2-TZVPD) of the molecule C2H2N2O3.

Element x y z (Å)
1 O -2.576 0.567 -0.231
2 N -1.343 0.983 -0.777
3 C -0.167 0.468 -0.388
4 O 0.112 -0.403 0.580
5 C 1.410 -0.952 0.261
6 N 2.040 0.062 -0.395
7 O 0.957 1.038 -0.605
8 H -2.206 0.097 0.757
9 H 1.773 -1.860 0.799

Computed properties:
**Net charge**: 0
**E_HOMO**: -9.155 eV
**SMILES**: O/N=c1\ocno1
**Orbital gap**: 9.00 eV
**Multiplicity**: 1

---

(b)
The following is a DFT calculation (ωB97M-V/def2-TZVPD) of the molecule C2H2N2O3.

Element x y z (Å)
1 O -0.097 2.240 -0.289
2 C 0.201 1.102 0.030
3 N 1.421 0.625 0.393
4 C 1.332 -0.666 0.006
5 O 0.154 -1.275 -0.342
6 N -0.751 -0.048 -0.403
7 O -1.904 -0.116 0.423
8 H 2.289 -1.243 0.213
9 H -2.646 -0.618 -0.032

Computed properties:
**Net charge**: 0
**E_HOMO**: -10.438 eV
**SMILES**: O=c1ncon1O
**Orbital gap**: 10.15 eV
**Multiplicity**: 1

---

Name the most stable of them. (b).

---

(a)
The following is a DFT calculation (ωB97M-V/def2-TZVPD) of the molecule C5H11N3.

Element x y z (Å)
1 C -2.012 0.180 -0.977
2 C -0.507 0.377 -0.878
3 C -0.004 1.732 -0.007
4 N 1.127 1.251 0.739
5 C 1.147 -0.148 0.703
6 N 2.027 -0.809 1.578
7 C 0.241 -0.676 -0.139
8 N 0.057 -2.062 -0.384
9 H -2.482 1.065 -1.409
10 H -2.445 -0.013 0.002
11 H -2.251 -0.666 -1.628
12 H -0.095 0.544 -1.877
13 H 0.293 2.488 -0.731
14 H -0.807 2.100 0.642
15 H 1.239 1.640 1.667
16 H 2.188 -1.766 1.293
17 H 2.904 -0.322 1.672
18 H 0.264 -2.630 0.432
19 H -0.883 -2.283 -0.699

Computed properties:
**Net charge**: 0
**E_HOMO**: -6.465 eV
**SMILES**: C[C@H]1CNC(N)=C1N
**Orbital gap**: 7.55 eV
**Multiplicity**: 1

---

(b)
The following is a DFT calculation (ωB97M-V/def2-TZVPD) of the molecule C5H11N3.

Element x y z (Å)
1 C 2.792 -0.374 -0.177
2 N 1.533 0.121 0.245
3 C 0.265 -0.701 0.078
4 C -0.820 0.304 0.115
5 C -1.510 0.374 -1.221
6 C -1.829 0.223 1.255
7 N -0.032 1.565 0.212
8 N 1.161 1.427 0.240
9 H 3.535 0.243 0.161
10 H 2.826 -1.476 0.176
11 H 2.953 -0.413 -1.245
12 H 0.134 -1.462 0.943
13 H 0.373 -1.246 -0.847
14 H -2.204 1.185 -1.147
15 H -2.117 -0.454 -1.488
16 H -0.773 0.376 -1.977
17 H -2.022 -0.868 1.522
18 H -2.773 0.612 0.967
19 H -1.494 0.565 2.187

Computed properties:
**Net charge**: 0
**E_HOMO**: -8.619 eV
**SMILES**: CN1CC(C)(C)N=N1
**Orbital gap**: 9.49 eV
**Multiplicity**: 1

---

(c)
The following is a DFT calculation (ωB97M-V/def2-TZVPD) of a cluster of 2 separate species, C5H11N3 in total.

Element x y z (Å)
1 C 1.879 -0.394 -1.076
2 C -0.250 1.433 0.064
3 C -1.066 -2.408 0.543
4 C -2.587 1.827 -0.301
5 C 2.984 0.465 0.806
6 N 0.942 1.406 0.307
7 N -1.342 1.776 0.390
8 N 1.934 0.460 -0.023
9 H 1.062 -0.488 -1.720
10 H 2.894 -0.661 -1.272
11 H -0.009 -2.247 0.630
12 H -1.308 -3.451 0.174
13 H -1.749 -2.399 1.401
14 H -2.794 0.797 -0.748
15 H -2.674 2.624 -1.202
16 H -3.420 2.228 0.299
17 H -1.387 -1.735 -0.320
18 H 3.781 -0.373 0.506
19 H 3.111 1.137 1.541

Computed properties:
**Net charge**: 0
**E_HOMO**: -6.754 eV
**Orbital gap**: 6.77 eV
**Multiplicity**: 1

---

Name the most stable of them. (a).

---

(a)
The following is a DFT calculation (ωB97M-V/def2-TZVPD) of the molecule C5H11N3.

Element x y z (Å)
1 H 1.242 1.431 -1.802
2 N 0.705 0.752 -2.339
3 C -0.078 0.065 -1.570
4 N -0.625 0.516 -0.276
5 C -0.958 1.876 0.102
6 C -0.575 -0.541 0.554
7 N -1.630 -0.927 1.316
8 C 0.494 -1.372 0.177
9 C 1.932 -0.953 0.362
10 H -0.774 -0.633 -2.051
11 H -0.365 2.581 -0.483
12 H -2.021 2.068 -0.075
13 H -0.739 2.065 1.158
14 H -2.417 -0.301 1.403
15 H -1.456 -1.632 2.018
16 H 0.343 -2.443 0.313
17 H 2.042 0.132 0.431
18 H 2.370 -1.395 1.262
19 H 2.512 -1.289 -0.502

Computed properties:
**Net charge**: 0
**E_HOMO**: -7.279 eV
**SMILES**: [H]/N=C\N(C)/C(N)=C\C
**Orbital gap**: 8.01 eV
**Multiplicity**: 1

---

(b)
The following is a DFT calculation (ωB97M-V/def2-TZVPD) of a structure of composition C5H11N3.

Element x y z (Å)
1 C -0.141 0.423 0.663
2 C 1.182 1.131 0.948
3 C -1.305 1.057 1.424
4 C 0.842 -1.622 -1.773
5 N -0.022 -1.007 0.792
6 N -0.335 -1.124 -1.052
7 C -0.467 0.454 -0.904
8 N -0.789 1.194 -1.787
9 H -0.909 -1.395 1.124
10 H -1.206 -1.476 -1.462
11 H 1.391 1.148 2.021
12 H 1.131 2.159 0.581
13 H 2.010 0.630 0.446
14 H -1.120 1.052 2.501
15 H -2.244 0.532 1.226
16 H -1.433 2.091 1.093
17 H 1.741 -1.278 -1.265
18 H 0.852 -1.256 -2.800
19 H 0.822 -2.713 -1.775

Computed properties:
**Net charge**: 0
**E_HOMO (alpha / beta)**: -7.687 / -7.683 eV
**Orbital gap (alpha / beta)**: 7.35 / 7.35 eV
**Multiplicity**: 1

---

Name the most stable of them. (a).

---

(a)
The following is a DFT calculation (ωB97M-V/def2-TZVPD) of a structure of composition C5H11N3.

Element x y z (Å)
1 C -0.850 -2.732 0.428
2 C -0.715 -1.608 -0.725
3 C 0.472 1.167 -1.797
4 C -0.017 1.835 -0.519
5 C 0.385 1.612 0.985
6 H 0.372 -2.909 0.701
7 H -1.588 -2.510 1.591
8 H -1.503 -4.026 0.049
9 H -1.653 -1.525 -1.394
10 H 1.313 0.243 -1.675
11 H 0.257 1.769 -2.704
12 H -0.592 2.744 -0.841
13 H 0.305 2.582 1.833
14 H -0.398 1.058 1.728
15 H 2.220 1.268 2.009
16 H 1.270 0.012 1.250
17 N -0.256 -0.423 -0.569
18 N -0.737 0.537 -1.421
19 N 1.715 0.907 1.071

Computed properties:
**Net charge**: 0
**E_HOMO**: -8.823 eV
**Orbital gap**: 9.29 eV
**Multiplicity**: 1

---

(b)
The following is a DFT calculation (ωB97M-V/def2-TZVPD) of the molecule C5H11N3.

Element x y z (Å)
1 H 2.909 -1.667 0.721
2 N 3.431 -0.582 0.469
3 C 2.554 -0.070 -0.209
4 N 1.297 -0.586 -0.398
5 C 0.268 0.124 -0.375
6 C 0.436 1.708 -0.260
7 N -1.029 -0.298 -0.333
8 C -1.182 -1.785 -0.222
9 C -2.082 0.458 0.499
10 H 2.633 0.899 -0.635
11 H 0.271 1.762 0.976
12 H -0.459 2.494 -0.663
13 H 1.541 2.228 -0.709
14 H -2.311 -2.157 -0.491
15 H -0.859 -2.322 0.606
16 H -0.570 -2.158 -0.951
17 H -1.947 1.674 0.647
18 H -2.977 0.419 -0.275
19 H -1.924 -0.140 1.602

Computed properties:
**Net charge**: 0
**E_HOMO**: -8.978 eV
**SMILES**: [H]/N=C\N=C(/C)N(C)C
**Orbital gap**: 9.59 eV
**Multiplicity**: 1

---

(c)
The following is a DFT calculation (ωB97M-V/def2-TZVPD) of a cluster of 2 separate species, C5H11N3 in total.

Element x y z (Å)
1 H -2.283 -1.691 -0.311
2 N -2.232 -1.435 0.676
3 C -1.814 -0.266 0.845
4 C -1.420 0.672 -0.238
5 N -1.024 1.915 0.164
6 N -1.529 0.257 -1.432
7 H -1.257 0.925 -2.148
8 H -1.726 0.104 1.863
9 H -0.784 2.075 1.126
10 H -0.611 2.537 -0.512
11 C 1.884 0.346 0.997
12 C 1.412 -0.762 0.455
13 C 1.563 -1.136 -0.979
14 H 2.440 1.067 0.420
15 H 1.748 0.576 2.041
16 H 0.859 -1.469 1.060
17 H 2.186 -0.418 -1.509
18 H 0.582 -1.173 -1.453
19 H 2.009 -2.125 -1.065

Computed properties:
**Net charge**: 0
**E_HOMO**: -9.412 eV
**SMILES**: [H]/N=C\C(N)=N\[H].C=CC
**Orbital gap**: 10.07 eV
**Multiplicity**: 1

---

Name the most stable of them. (c).

---

(a)
The following is a DFT calculation (ωB97M-V/def2-TZVPD) of the molecule C3H3N3.

Element x y z (Å)
1 N -0.398 1.971 1.834
2 C -0.137 1.008 1.249
3 C 0.151 -0.178 0.490
4 N 0.738 0.147 -0.775
5 C -0.952 -0.919 -0.384
6 N -1.814 -1.555 -0.841
7 H 0.784 -0.882 1.020
8 H 1.293 -0.479 -1.288
9 H 0.336 0.887 -1.305

Computed properties:
**Net charge**: 0
**E_HOMO**: -9.744 eV
**SMILES**: N#CC(N)C#N
**Orbital gap**: 10.05 eV
**Multiplicity**: 1

---

(b)
The following is a DFT calculation (ωB97M-V/def2-TZVPD) of a cluster of 2 separate species, C3H3N3 in total.

Element x y z (Å)
1 C -1.365 1.263 -0.087
2 C -1.784 -1.066 0.066
3 C 1.924 -0.092 0.011
4 N -1.128 2.344 0.214
5 N -2.102 -2.184 0.174
6 N -1.228 0.014 -0.307
7 H 2.735 0.539 -0.062
8 H 1.298 -0.366 0.894
9 H 1.651 -0.453 -0.903

Computed properties:
**Net charge**: 0
**E_HOMO (alpha / beta)**: -11.626 / -9.133 eV
**Orbital gap (alpha / beta)**: 11.43 / 5.10 eV
**Multiplicity**: 1

---

Name the most stable of them. (a).